Formula: C3H2CuO3
Source: the OMol25 dataset
Level of theory: the ωB97M-V functional and the def2-TZVPD basis

Values from the calculation:
- energy above the lowest of the compared OMol25 structures with the same formula, charge and spin (kcal per mole) = 57.6
- 2S+1 = 2
- HOMO (alpha / beta) (eV) = -7.9 / -9.0
- expectation value of S² = 0.7542

Last column: Löwdin spin population.
Element x y z (Å)
Cu (-0.8216, -2.1783, 0.8580)  0.001
O (0.3430, -1.0358, -0.5396)  0.061
O (-0.7248, -0.3413, 1.9114)  0.025
O (0.6746, 2.3554, -1.4618)  0.267
C (0.3330, 0.1701, -0.1792)  0.141
C (-0.2489, 0.5953, 1.1646)  0.021
C (0.3800, 1.2400, -1.2503)  0.471
H (1.0505, 0.9014, 0.9815)  0.008
H (-0.8049, 1.5615, 1.0869)  0.004